[1]
This record from OMol25 describes a cluster of 2 separate species, C3H11N3 in total at a distorted geometry. The level of theory is wB97M-V/def2-TZVPD.

The geometry in XYZ format:
```
17
Properties=species:S:1:pos:R:3:mulliken_charge:R:1
C -1.383 -1.818 2.152 -0.849
N -1.168 -2.258 0.762 -0.420
C -0.111 -3.324 0.765 -0.834
H -0.530 -1.354 2.660 0.315
H -1.657 -2.566 2.837 0.346
H -1.984 -0.815 2.246 0.273
H -0.622 -1.523 0.376 0.278
H 0.071 -3.859 -0.161 0.258
H 0.756 -2.776 0.978 0.352
H -0.289 -4.087 1.481 0.281
N 0.191 3.865 -1.341 -0.459
C 0.939 3.382 -2.390 0.093
N 1.666 2.304 -2.435 -0.643
H -0.024 3.334 -0.550 0.244
H 0.476 4.881 -1.224 0.246
H 1.096 4.052 -3.265 0.287
H 2.574 2.562 -2.890 0.234
```

orbital gap = 9.73 eV
SMILES = [H]/N=C/N.CNC
E_tot = -285.06845 hartree
highest occupied orbital energy = -8.918 eV
energy relative to the best compared isomer or geometry (same formula, charge and spin) = 68.63 kcal/mol

---

[2]
This record from OMol25 describes a cluster of 2 separate species, C3H11N3 in total at a distorted geometry. The level of theory is wB97M-V/def2-TZVPD.

The geometry in XYZ format:
```
17
Properties=species:S:1:pos:R:3:mulliken_charge:R:1
C 1.576 0.360 0.256 -1.134
C 1.926 -1.076 -0.126 -0.079
N 2.377 -1.283 -1.505 -0.605
H 2.282 1.135 -0.048 0.366
H 1.399 0.496 1.321 0.404
H 0.635 0.603 -0.257 0.146
H 1.060 -1.719 0.061 0.240
H 2.753 -1.396 0.513 0.223
H 1.841 -0.698 -2.136 0.205
H 2.136 -2.201 -1.850 0.235
N -1.531 0.179 1.412 -0.591
C -1.982 1.157 0.501 0.058
N -2.860 0.966 -0.384 -0.645
H -0.737 -0.376 1.113 0.191
H -2.233 -0.548 1.537 0.334
H -1.471 2.119 0.573 0.422
H -2.641 0.813 -1.350 0.230
```

orbital gap = 9.04 eV
SMILES = [H]/N=C/N.CCN
E_tot = -285.07285 hartree
highest occupied orbital energy = -8.469 eV
energy relative to the best compared isomer or geometry (same formula, charge and spin) = 65.87 kcal/mol

---

[3]
This record from OMol25 describes a cluster of 2 separate species, C3H11N3 in total at a distorted geometry. The level of theory is wB97M-V/def2-TZVPD.

The geometry in XYZ format:
```
17
Properties=species:S:1:pos:R:3:mulliken_spin:R:1
C 0.431 1.566 2.520 0.058
C 1.171 -0.470 1.286 -0.049
N 0.393 0.175 2.103 0.774
H -0.145 2.194 1.933 0.009
H 1.425 1.858 2.642 0.021
H -0.108 1.430 3.492 0.037
H 1.095 -1.487 1.163 0.012
H 1.847 0.133 0.633 0.053
N -0.628 -1.822 -1.781 0.079
C -1.191 -0.462 -1.749 -0.002
N -0.218 0.588 -1.883 0.004
H -1.204 -2.657 -1.578 -0.003
H 0.187 -1.893 -1.218 -0.003
H -1.872 -0.459 -2.750 0.003
H -1.854 -0.235 -0.901 0.008
H 0.376 0.919 -1.117 0.000
H 0.294 0.621 -2.795 0.000
```

orbital gap (alpha / beta) = 7.16 / 3.27 eV
charge = +1
E_tot = -284.74341 hartree
highest occupied orbital energy (alpha / beta) = -12.781 / -12.313 eV
multiplicity = 2
energy relative to the best compared isomer or geometry (same formula, charge and spin) = 72.09 kcal/mol

---

[4]
This record from OMol25 describes a cluster of 3 separate species, C3H11N3O in total at a distorted geometry. The level of theory is wB97M-V/def2-TZVPD.

The geometry in XYZ format:
```
18
Properties=species:S:1:pos:R:3:mulliken_charge:R:1
C 0.736 -0.548 -1.626 -1.154
C -1.667 -0.324 -1.001 -1.172
C -0.450 0.221 -1.130 0.726
N -0.178 1.538 -0.828 -0.551
H -0.916 2.020 -0.334 0.212
H -0.734 -0.795 0.917 0.310
H -2.506 0.246 -0.638 0.310
H 0.443 -1.531 -1.986 0.331
H 1.222 0.000 -2.433 0.359
H 1.455 -0.664 -0.813 0.275
H -1.875 -1.321 -1.343 0.302
N -0.238 -0.946 1.797 -0.605
N 1.605 1.164 1.387 -0.184
O 1.588 -0.014 1.749 -0.165
H 1.484 1.819 2.204 0.173
H 0.736 1.689 -0.413 0.364
H -0.778 -0.653 2.598 0.225
H 0.073 -1.900 1.894 0.243
```

orbital gap = 8.56 eV
SMILES = C=C(C)N.N=O.N
E_tot = -360.26735 hartree
highest occupied orbital energy = -8.126 eV
energy relative to the best compared isomer or geometry (same formula, charge and spin) = 106.71 kcal/mol

---

[5]
This record from OMol25 describes a cluster of 2 separate species, C3H11N3O in total at a distorted geometry. The level of theory is wB97M-V/def2-TZVPD.

The geometry in XYZ format:
```
18
Properties=species:S:1:pos:R:3:mulliken_charge:R:1
C -3.485 -0.283 -0.838 -0.785
N -2.181 -0.912 -0.937 -0.370
C -1.205 -0.060 -0.287 -0.021
N 0.085 -0.561 0.109 -0.362
H -4.102 -0.844 -1.541 0.300
H -3.542 0.781 -1.183 0.332
H -3.839 -0.299 0.214 0.352
H -1.379 0.233 -1.319 0.231
H -1.695 0.589 0.440 0.319
H 0.090 -1.617 0.172 0.240
H 0.916 -0.250 -0.417 0.332
N 2.512 0.360 1.610 -0.550
C 3.246 0.340 0.311 -0.105
O 2.505 0.004 -0.746 -0.772
H 2.833 1.046 2.277 0.217
H 1.523 0.409 1.449 0.213
H 3.596 1.397 0.210 0.205
H 4.122 -0.333 0.474 0.224
```

orbital gap = 3.25 eV
E_tot = -360.12740 hartree
highest occupied orbital energy = -6.661 eV
energy relative to the best compared isomer or geometry (same formula, charge and spin) = 194.53 kcal/mol

---

[6]
This record from OMol25 describes a cluster of 2 separate species, C3H11N3O in total at a distorted geometry. The level of theory is wB97M-V/def2-TZVPD.

The geometry in XYZ format:
```
18
Properties=species:S:1:pos:R:3:mulliken_charge:R:1
C 1.572 -1.027 -0.642 -0.927
C 1.814 1.254 0.078 -0.937
N 1.122 0.001 0.269 -0.281
H 0.025 -0.013 0.784 0.372
H 0.975 -1.932 -0.502 0.292
H 1.710 1.633 -0.948 0.281
H 1.445 2.011 0.775 0.306
H 1.486 -0.713 -1.691 0.293
H 2.624 -1.291 -0.462 0.288
H 2.893 1.145 0.256 0.297
N -2.234 -1.177 0.901 -0.520
C -1.644 0.079 1.024 -0.072
O -1.683 0.334 -1.194 -0.366
N -1.549 0.974 0.030 -0.275
H -1.482 1.044 -1.826 0.363
H -2.042 -1.619 0.009 0.268
H -3.220 -1.232 1.125 0.242
H -1.812 0.529 2.012 0.375
```

orbital gap = 8.01 eV
SMILES = N/C=N\O.CNC
E_tot = -360.26346 hartree
highest occupied orbital energy = -7.451 eV
energy relative to the best compared isomer or geometry (same formula, charge and spin) = 109.15 kcal/mol

---

[7]
This record from OMol25 describes a structure of composition C3H11N3O at a distorted geometry. The level of theory is wB97M-V/def2-TZVPD.

The geometry in XYZ format:
```
18
Properties=species:S:1:pos:R:3:mulliken_charge:R:1
C -0.333 -1.978 -0.289 -1.484
C -0.087 -0.480 -0.354 1.012
N -0.055 0.086 -1.681 -0.659
N 1.820 0.976 0.170 -0.495
C 0.856 0.054 0.564 -0.829
H 0.822 -0.040 -2.169 0.217
H -0.807 -0.248 -2.267 0.247
H 2.251 1.507 0.911 0.269
H 1.538 1.535 -0.626 0.258
H 1.114 -0.529 1.442 0.391
H -1.355 -2.191 -0.607 0.354
H 0.357 -2.527 -0.936 0.349
H -0.230 -2.360 0.726 0.379
N -1.236 1.586 1.576 -0.477
O -2.099 0.977 0.735 -0.453
H -1.335 0.146 0.074 0.285
H -0.915 2.469 1.148 0.246
H -0.306 1.016 1.584 0.391
```

orbital gap (alpha / beta) = 8.26 / 8.26 eV
E_tot = -360.26383 hartree
highest occupied orbital energy (alpha / beta) = -7.775 / -7.776 eV
energy relative to the best compared isomer or geometry (same formula, charge and spin) = 108.92 kcal/mol

---

[8]
This record from OMol25 describes a structure of composition C3H11N3O at a distorted geometry. The level of theory is wB97M-V/def2-TZVPD.

The geometry in XYZ format:
```
18
Properties=species:S:1:pos:R:3:mulliken_charge:R:1
C 1.618 0.718 -0.116 -0.397
C 2.004 -0.698 0.206 -0.808
H 2.629 -1.118 -0.584 0.289
H 2.505 -0.760 1.180 0.304
H 1.927 1.055 -1.099 0.304
H 2.003 1.400 0.643 0.317
H -0.268 -0.581 -1.393 0.112
H 1.168 -1.401 0.231 0.233
N -0.060 1.142 0.178 -0.228
C -1.312 -0.348 -0.141 0.014
N -2.282 -0.195 -1.076 -0.389
O -0.237 1.529 1.526 -0.403
N -1.409 -1.006 0.955 -0.791
H -0.522 0.682 1.947 0.343
H -0.475 1.541 -0.655 0.385
H -3.121 -0.746 -0.934 0.182
H -1.872 0.279 -1.922 0.366
H -2.299 -1.493 1.055 0.167
```

orbital gap = 8.57 eV
E_tot = -360.14782 hartree
highest occupied orbital energy = -7.579 eV
energy relative to the best compared isomer or geometry (same formula, charge and spin) = 181.71 kcal/mol

---

[9]
This record from OMol25 describes a cluster of 2 separate species, C3H11N3O2 in total at a distorted geometry. The level of theory is wB97M-V/def2-TZVPD.

The geometry in XYZ format:
```
19
Properties=species:S:1:pos:R:3:mulliken_charge:R:1
O -0.064 0.215 1.112 -0.775
C -0.403 0.968 0.207 0.760
N -0.726 2.257 0.491 -0.384
C -0.406 0.669 -1.287 -0.981
N -0.690 -0.634 -1.812 -0.295
C 0.024 -1.812 -1.298 -0.450
N 1.258 -1.571 -0.636 -0.588
H -0.672 2.504 1.463 0.239
H -1.033 2.949 -0.170 0.182
H -1.142 1.321 -1.722 0.463
H 0.572 0.991 -1.658 0.287
H -1.694 -0.709 -1.813 0.251
H -0.629 -2.431 -0.681 0.292
H 0.228 -2.473 -2.149 0.333
H 1.129 -1.026 0.203 0.298
H 2.007 -1.253 -1.226 0.240
H 0.622 0.096 2.864 0.467
H 0.496 -0.136 4.407 0.308
O 1.123 0.073 3.705 -0.646
```

orbital gap = 9.25 eV
SMILES = NCNCC(N)=O.O
E_tot = -435.65816 hartree
highest occupied orbital energy = -8.669 eV
energy relative to the best compared isomer or geometry (same formula, charge and spin) = 20.17 kcal/mol

---

[10]
This record from OMol25 describes a cluster of 2 separate species, C3H11N3O2 in total at a distorted geometry. The level of theory is wB97M-V/def2-TZVPD.

The geometry in XYZ format:
```
19
Properties=species:S:1:pos:R:3:mulliken_charge:R:1
C -1.671 -0.916 0.452 -0.661
N -2.346 1.641 -0.028 -0.462
O -1.698 0.506 -0.465 -0.262
H -2.501 2.259 -0.820 0.229
H -1.818 2.096 0.718 0.238
H -2.756 -1.013 0.461 0.319
H -1.280 -1.821 -0.004 0.269
H -1.437 -0.723 1.496 0.317
C 2.363 -1.069 0.050 -1.235
C 1.230 -0.140 -0.297 0.679
N 0.820 -0.193 -1.618 -0.455
O 0.393 1.121 1.409 -0.333
N 1.224 1.028 0.280 -0.539
H 0.712 1.902 1.875 0.314
H -0.052 0.295 -1.768 0.347
H 0.835 -1.101 -2.053 0.266
H 2.701 -0.914 1.070 0.332
H 3.199 -0.854 -0.617 0.306
H 2.084 -2.105 -0.139 0.331
```

orbital gap (alpha / beta) = 7.49 / 7.27 eV
SMILES = C/C(N)=N\O.CON
E_tot = -435.38618 hartree
highest occupied orbital energy (alpha / beta) = -7.017 / -6.789 eV
energy relative to the best compared isomer or geometry (same formula, charge and spin) = 190.84 kcal/mol